Formula: C5H9N3
Source: OMol25
Level of theory: ωB97M-V/def2-TZVPD

Structure (ORCA input):
```
! RIJCOSX wB97M-V def2-TZVPD def2/J DEFGRID3
* xyz 0 1
C 1.9479 -1.3776 -0.5077
C -2.7326 -0.2099 0.1606
H 2.9648 0.6256 1.1309
C 1.2680 -0.4035 0.3952
N -0.7448 1.2386 -0.7966
H -3.0495 -1.2457 -0.0244
H 1.3278 1.2382 1.7271
N -0.3957 -0.7326 0.6342
N -3.5373 0.7177 0.4756
H 1.6217 -1.2488 -1.5442
H 1.7113 -2.4014 -0.2031
H 3.0400 -1.2697 -0.4795
H -1.4859 1.4811 -1.4448
C -0.9562 0.1035 -0.0852
H -3.0540 1.6119 0.6159
H 0.1955 1.3347 -1.1614
C 1.8792 0.5378 1.1076
*
```

molar mass: 111.15 g/mol
highest occupied orbital energy: -8.816 eV
Kohn-Sham gap: 9.6 eV
relative energy (zero: lowest compared OMol25 entry of this formula, charge and spin): 75.0 kcal/mol

Here are the Mulliken charges for atoms 1 to 2, given in e:
1 C -1.01
2 C -0.10